1.
C3H7NO2 in the gas phase. Source: OMol25; level of theory: wB97M-V/def2-TZVPD.

ΔE to the lowest compared entry with this formula, charge and spin	159.7	kJ/mol
charge	0
highest occupied orbital energy	-0.36157	hartree
Kohn-Sham gap	0.3974	Ha
SMILES	N[C@@]1(O)CCO1

Structure (XYZ):
```
13
Properties=species:S:1:pos:R:3:forces:R:3
N -1.325349 -0.951171 0.631111 -0.09 0.05 -0.12
C -0.478780 0.075509 0.108259 0.09 -0.17 0.08
O -0.623812 1.220449 0.899057 0.06 0.07 0.18
C 0.995172 -0.249795 -0.217340 0.07 -0.05 0.03
C 0.654178 0.339862 -1.587931 0.29 0.04 -0.28
O -0.738968 0.430555 -1.244126 -0.16 0.05 -0.05
H -2.204193 -0.518244 0.902323 0.06 -0.07 -0.01
H -1.534068 -1.635636 -0.090587 0.14 0.02 0.13
H -0.248566 1.005777 1.763295 -0.13 0.10 -0.03
H 1.249984 -1.311827 -0.215492 -0.13 0.15 0.00
H 1.715264 0.316556 0.379608 -0.13 -0.16 -0.08
H 1.082081 1.328070 -1.783421 -0.04 -0.11 0.02
H 0.812445 -0.308238 -2.455626 -0.03 0.08 0.12
```
Forces are in eV/Å.

***

2.
A molecular structure, C46H34F5GeN3O4S2Ti at a distorted geometry. Source: OMol25; level of theory: wB97M-V/def2-TZVPD.

ΔE to the lowest compared entry with this formula, charge and spin	0.0	kJ/mol
2S+1	2
charge	+1
highest occupied orbital energy (spin up / spin down)	-0.37614 / -0.37559	hartree
Kohn-Sham gap (spin up / spin down)	0.2596 / 0.2540	Ha
expectation value of S²	0.75

Structure (XYZ):
```
96
Properties=species:S:1:pos:R:3:forces:R:3
Ti -1.789934 0.536244 -0.099451 0.04 0.55 -0.36
O -0.471600 -1.207703 0.043705 -1.21 -0.53 -0.10
C -1.053814 -2.482395 0.616636 1.43 2.04 0.00
C -2.513356 -2.088376 0.931347 0.98 2.03 -0.33
O -3.315734 -2.853504 1.313326 -1.21 -1.42 0.47
O -2.753243 -0.768817 0.786030 -0.31 -0.86 0.38
C -0.297907 -2.716847 1.945712 0.07 -0.92 0.34
C -0.594954 -1.997907 3.124188 -0.48 0.22 -1.56
C 0.153417 -2.144594 4.313782 -1.63 0.38 -1.44
C 1.059735 -3.158588 4.344909 -0.27 -1.33 -1.07
C 1.210493 -4.031791 3.246322 1.23 0.91 1.17
C 0.646886 -3.749302 2.034894 -0.44 -0.70 -0.91
C -1.025898 -3.503760 -0.504208 0.56 1.17 -0.12
C -1.586243 -4.727008 -0.205599 0.14 -0.37 0.56
C -1.780356 -5.598845 -1.237556 -0.36 -3.01 -1.64
C -1.326368 -5.336940 -2.560788 -0.85 0.71 1.55
C -0.786387 -4.079480 -2.819886 -0.04 -0.70 -0.44
C -0.605429 -3.155396 -1.830506 -1.46 -1.93 2.65
H 0.448658 -1.072573 0.242630 0.77 -0.29 0.31
H -1.497427 -1.376792 2.967146 0.76 0.17 0.97
H -0.122859 -1.555677 5.168307 0.16 0.15 0.27
H 1.561235 -3.433200 5.226993 0.61 -0.01 1.07
H 1.919017 -4.839384 3.393851 -0.18 -0.13 -0.31
H 0.850468 -4.443035 1.198210 -0.21 0.66 0.35
H -1.815871 -5.052260 0.828115 -0.08 0.60 -0.79
H -2.279996 -6.616536 -1.024572 0.93 1.74 -0.39
H -1.487233 -6.042878 -3.352669 -0.01 -0.25 -0.13
H -0.518856 -3.764891 -3.809804 0.21 -0.25 -0.51
H -0.192824 -2.236061 -2.058232 0.71 1.74 -0.18
N -0.240376 1.409223 -4.217796 -1.08 0.01 1.13
C 0.301851 2.720659 -4.336631 0.30 -0.50 -1.22
C 0.715636 3.123405 -5.604363 0.29 0.83 1.89
C 1.383504 4.336257 -5.697836 -0.46 0.42 0.31
C 1.525579 5.151908 -4.576325 -0.41 -1.12 0.39
C 1.122474 4.716581 -3.313992 -0.45 0.10 -2.01
C 0.498682 3.496631 -3.225302 0.29 -0.82 0.86
S 0.309571 2.796081 -1.618398 0.53 0.46 0.93
N -0.589605 1.372431 -1.843738 -0.46 0.85 -0.75
C -0.864133 1.028490 -3.049352 -0.82 -3.01 0.24
C -1.916603 -0.147773 -3.073604 1.63 1.96 -0.69
C -2.216358 -0.783899 -4.229717 -1.60 -1.14 -0.51
C -3.289794 -1.732713 -4.249164 0.52 1.04 0.38
C -4.037886 -1.917388 -3.093319 0.98 0.91 -0.70
C -3.615325 -1.188456 -1.999721 -0.28 -0.23 1.62
N -2.574296 -0.379032 -1.946360 0.49 0.58 -0.03
H -0.643167 1.025829 -5.064437 0.14 0.25 0.21
H 0.555952 2.448670 -6.394165 -0.03 -0.49 -1.19
H 1.721738 4.713039 -6.636025 0.19 0.03 -0.58
H 1.921309 6.128242 -4.627160 0.57 0.84 -0.39
H 1.196919 5.398336 -2.520261 0.20 0.49 1.26
H -1.741367 -0.425467 -5.118271 0.12 -0.56 -0.59
H -3.585683 -2.206890 -5.161863 0.06 -0.21 -0.40
H -4.951503 -2.471225 -3.033823 -0.12 -0.44 -0.09
H -4.084398 -1.226670 -1.031121 -0.62 -0.39 -0.02
C 0.259400 2.937681 2.655860 0.62 0.11 0.20
C 0.669034 1.871625 1.652520 2.08 1.09 1.43
O -0.169546 1.340395 0.980286 -1.81 -0.92 -1.26
H -0.635245 2.582078 3.180515 -0.26 0.40 -0.45
H 0.107691 3.892849 2.057294 -0.03 -1.03 0.89
H 1.009563 3.086378 3.473677 -0.32 0.12 -1.04
Ge 2.647102 1.274854 1.464473 -0.72 -1.20 -0.35
C 3.056827 0.327712 -0.242114 -0.65 -0.59 0.06
C 2.830035 -1.051362 -0.415827 0.16 -0.88 -1.92
C 3.076754 -1.748238 -1.645553 0.95 2.26 0.99
C 3.626721 -0.945816 -2.698190 -0.29 -3.17 -0.73
C 3.903907 0.381630 -2.549115 -1.44 -0.04 2.85
C 3.580593 1.020139 -1.332067 0.04 -1.40 -0.10
C 2.910560 0.105465 3.027008 1.55 -0.82 -1.90
C 3.690801 -1.072006 2.896255 -0.94 0.97 2.19
C 3.987739 -1.761716 4.058579 0.94 -1.37 -1.58
C 3.701640 -1.333441 5.303827 -0.96 0.30 1.35
C 2.950062 -0.187579 5.450999 0.18 -0.42 -1.12
C 2.566574 0.489512 4.287045 -0.47 0.55 1.81
H 3.414249 2.542521 1.405810 0.53 0.82 0.21
H 2.465542 -1.703895 0.342708 -0.24 -0.10 1.03
H 3.030934 -2.854632 -1.637434 -0.24 0.93 -0.44
H 3.874124 -1.488532 -3.657067 -0.21 0.84 1.07
H 4.338439 0.958951 -3.276250 0.96 1.07 -1.87
H 3.799418 2.036277 -1.194670 0.29 1.39 -0.10
H 4.113230 -1.523811 2.058245 0.14 -0.08 -1.86
H 4.459549 -2.729670 3.938840 0.28 0.04 0.03
H 3.921565 -1.952996 6.159612 0.24 0.04 0.13
H 2.641315 0.065077 6.433641 -0.33 0.72 0.56
H 1.978364 1.370825 4.425276 -0.35 0.51 0.06
F -3.100038 5.840011 4.481507 0.01 -0.47 -0.58
C -3.154417 5.051086 3.400128 -0.26 -0.57 -0.13
C -3.417980 3.683880 3.484880 -0.76 0.35 2.30
F -3.733081 3.094085 4.659046 0.41 0.59 0.25
C -3.511702 2.861804 2.427063 1.13 1.23 -3.60
F -3.672744 1.587556 2.644787 -0.37 -1.43 0.03
C -3.278247 3.360541 1.087495 -0.84 -0.82 2.50
S -3.321051 2.394796 -0.349751 0.22 -0.71 -0.34
C -3.102927 4.722983 1.021813 0.66 -0.80 0.06
F -2.804077 5.217005 -0.149162 0.15 1.13 -1.38
C -2.986368 5.535704 2.120881 0.18 1.28 1.31
F -2.660649 6.832308 2.007042 -0.12 -0.15 -0.42
```
Forces are in eV/Å.

***

Let's list E_tot in order: -8808.874 -175798.005 eV.